{
  "formula": "C19H49F2N7O13S2",
  "method": "ωB97M-V/def2-TZVPD",
  "e_above_lowest_kcal_mol": 220.65,
  "homo_lumo_gap_ev": 1.4,
  "total_charge": 4,
  "energy_ha": -3109.11287,
  "largest_force_ev_per_a": 11.436,
  "e_lumo_ev": -8.2,
  "e_homo_ev": -9.7,
  "species": ["N", "S", "O", "O", "F", "S", "O", "O", "F", "C", "C", "O", "N", "H", "H", "C", "H", "H", "H", "H", "H", "H", "C", "C", "O", "N", "H", "H", "C", "H", "H", "H", "H", "H", "H", "C", "C", "O", "N", "H", "H", "C", "H", "H", "H", "H", "H", "H", "C", "C", "O", "N", "H", "H", "C", "H", "H", "H", "H", "H", "H", "C", "C", "O", "N", "H", "H", "C", "H", "H", "H", "H", "H", "H", "C", "C", "O", "N", "H", "H", "C", "H", "H", "H", "H", "H", "H", "O", "C", "O", "O", "H"],
  "positions_angstrom": [[-0.519665, 0.374837, 0.447984], [-1.412842, 1.578166, 0.400507], [-2.819469, 1.371286, 0.689737], [-0.897801, 2.681000, -0.383245], [-1.030668, 2.072608, 1.896214], [-1.342049, -0.081954, -1.024875], [-1.347122, 0.769187, -2.215911], [-2.393962, -1.077593, -0.941745], [-0.247331, -1.184115, -1.567842], [-0.916079, -2.827050, 7.543867], [-1.108099, -2.305723, 6.132569], [-2.084006, -1.635144, 5.866572], [-0.004806, -2.593103, 5.120687], [-0.046474, -1.974464, 4.323401], [0.893090, -2.310291, 5.486601], [-0.133853, -4.019015, 4.540541], [-0.724354, -3.900062, 7.544273], [-1.714813, -2.640566, 8.261740], [-0.146295, -2.266054, 8.073783], [0.717950, -4.212674, 3.888581], [-1.007283, -4.193071, 3.912114], [-0.213018, -4.775034, 5.321738], [-10.624598, 3.745052, 6.929222], [-9.545882, 4.174315, 5.946721], [-8.821844, 5.177100, 6.056962], [-9.241067, 3.014382, 4.955653], [-10.050537, 2.434369, 4.787012], [-9.288606, 3.469342, 4.055185], [-7.904401, 2.281583, 5.209731], [-10.696595, 2.725438, 7.307754], [-11.671105, 4.034031, 6.832267], [-10.376352, 4.248572, 7.863534], [-7.223054, 3.129644, 5.277901], [-7.746666, 1.567192, 4.401722], [-8.075514, 1.929622, 6.227054], [2.839523, 8.545732, -1.332736], [3.941926, 9.136687, -2.134119], [4.615613, 8.635568, -3.027567], [4.395294, 10.465523, -1.616552], [4.552620, 11.083433, -2.399829], [3.708776, 10.969714, -1.073790], [5.724908, 10.382587, -0.814779], [3.364922, 8.060891, -0.509959], [2.169539, 7.857258, -1.847736], [2.162373, 9.341512, -1.022399], [6.523847, 9.902536, -1.379878], [5.417264, 9.756184, 0.022528], [5.909308, 11.327295, -0.303301], [4.744680, -6.183943, -7.977680], [5.164029, -6.980719, -6.776359], [5.320539, -8.172928, -6.721129], [5.387733, -6.058971, -5.543085], [6.187551, -6.499537, -5.111475], [5.809714, -5.259853, -5.994145], [4.102135, -6.006902, -4.606816], [3.868723, -5.607307, -7.680569], [4.358156, -6.829558, -8.766274], [5.524596, -5.498646, -8.309661], [4.478815, -5.705948, -3.629250], [3.674097, -7.005509, -4.694363], [3.459947, -5.317233, -5.154582], [5.274743, 1.029347, -2.015208], [4.630395, 1.696132, -0.775062], [4.529531, 2.900491, -0.703312], [4.279885, 0.713379, 0.290247], [3.299077, 0.601867, 0.503972], [4.566732, -0.208729, -0.005613], [4.943637, 1.204423, 1.580824], [5.884991, 0.170982, -1.734307], [5.767071, 1.762081, -2.654588], [4.510475, 0.541730, -2.620359], [4.882927, 0.231708, 2.068911], [4.382448, 2.018812, 2.039020], [6.017510, 1.390227, 1.561847], [-0.950561, -9.137908, -3.286492], [-1.383048, -7.700362, -3.504568], [-1.432030, -6.895079, -2.613773], [-1.923810, -7.389057, -4.923580], [-1.585832, -6.465857, -5.155040], [-1.520573, -8.102118, -5.514383], [-3.477967, -7.342429, -4.927653], [0.092436, -9.375072, -3.076740], [-1.170794, -9.813001, -4.113447], [-1.438720, -9.571383, -2.413623], [-3.806255, -6.591006, -4.209542], [-3.790240, -8.329346, -4.586218], [-3.875396, -7.193160, -5.931575], [-3.371247, 6.464817, 1.599411], [-2.653264, 7.565965, 1.326420], [-2.862121, 7.982089, 0.184985], [-1.821690, 8.051305, 2.146207], [-3.639762, 6.669470, 0.700732]],
  "forces_ev_per_angstrom": [[0.0947, -4.4243, -3.9947], [-2.0764, 9.6107, 5.8401], [0.7831, -0.3287, -2.0342], [-1.1112, -1.2814, 0.3891], [0.7313, 0.0357, 0.2882], [0.6307, -5.7875, -5.1126], [-0.0685, -0.4295, 2.7277], [0.0992, 1.8100, 1.3569], [1.4526, 0.3529, 0.6870], [0.7257, -0.3543, 0.0255], [-3.6413, 2.1941, 2.0695], [2.8670, -1.6102, -0.9038], [-1.0823, -0.8643, -0.9987], [-0.9931, 0.6394, -0.4873], [0.6559, -0.8467, 0.7870], [0.5849, -0.4655, 0.0655], [0.3857, 0.0585, 0.1528], [-0.7844, 0.0416, -0.9772], [0.8156, -0.2404, -0.4346], [0.1534, 0.1059, 0.3758], [-0.2827, 1.0466, 0.1965], [0.4147, 0.3851, 0.2204], [-0.0424, 0.8005, 1.6065], [1.5801, 2.3083, 2.5442], [-2.9452, -4.7268, -1.5271], [0.1720, 1.2775, -1.1887], [-0.4131, -0.8727, 1.1169], [1.1222, 0.6230, -0.8195], [-1.5352, 1.6416, 0.5744], [0.5960, -0.5424, -1.0033], [0.0961, 0.3386, -1.0343], [0.2252, 0.4531, -0.0679], [0.4756, -0.4668, -0.3731], [0.1706, 0.0730, 0.4219], [0.4949, -0.7589, -0.2978], [-0.4858, 0.6437, -0.4116], [1.4907, -2.6074, -2.5586], [-1.8613, 1.8109, 2.4824], [1.7357, 1.0479, -0.0490], [0.2388, 0.1218, -0.7902], [-0.5055, -0.1905, 0.5912], [-1.6059, -0.6891, 1.0981], [-0.4292, -0.0565, 0.3867], [0.6411, -0.2607, -0.2508], [0.1152, -0.0408, 0.6300], [-0.2721, 0.4905, -0.1589], [0.3878, -0.4055, -0.0348], [0.2955, 0.2356, -0.8465], [-0.7521, -0.1977, 0.4673], [-0.1772, -2.3642, -1.6036], [-0.2161, 2.7203, 0.9092], [-0.1920, -1.9556, -0.3334], [0.1807, -0.4247, 0.9330], [-0.6246, 1.3260, 0.4756], [1.6794, 0.3638, -1.9787], [0.0196, 0.4675, 0.0896], [0.6332, -0.1140, -0.0156], [0.0216, -0.0752, -0.1395], [-0.5591, -0.0316, -0.1484], [0.2690, 0.0266, 0.4807], [-0.0769, 0.2318, 0.6951], [-0.8825, -0.3163, 0.7781], [1.0316, 2.6988, -3.7394], [-0.4072, -3.1698, 1.2472], [0.5820, 1.8799, 0.5059], [-0.9348, 0.5699, -0.1840], [0.5876, -0.2520, 0.0482], [-0.0604, -2.2269, 0.6874], [0.5838, 0.3011, 0.1129], [0.1097, -0.0923, 0.4149], [-0.5003, 0.2458, -0.0235], [-0.1087, 0.5792, 1.3606], [-0.0527, -0.2809, -0.2747], [-0.1998, 0.3484, -0.9720], [-0.2098, -0.9129, -0.6162], [0.1862, -0.3094, 2.7413], [-0.0893, -0.6454, -2.4545], [-0.7898, 0.4449, 1.4741], [0.2455, 0.4033, -0.3921], [-0.1970, -0.0924, -0.7070], [0.3964, -0.9243, 0.2613], [0.3157, 0.9711, -0.0579], [-0.3016, 0.1751, -0.2194], [-0.3862, 0.4316, 0.0640], [0.2461, 0.0536, -0.2210], [-0.0832, 0.0808, 0.0159], [0.3953, 0.2404, 0.0661], [-0.3891, -0.9171, 1.1496], [4.4459, 2.9213, 2.9985], [-0.5433, 0.8845, -2.3290], [-0.9274, -0.9347, -0.1534], [-2.3647, -2.0241, -1.6922]],
  "lowdin_charge": [-0.263, 0.333, -0.264, -0.273, -0.240, 0.575, -0.270, -0.304, -0.291, 0.026, -0.354, 0.187, 0.118, 0.175, 0.179, 0.044, 0.091, 0.111, 0.105, 0.102, 0.115, 0.102, 0.013, -0.297, 0.174, 0.064, 0.166, 0.173, 0.073, 0.096, 0.108, 0.103, 0.109, 0.113, 0.106, 0.044, -0.379, 0.155, 0.094, 0.180, 0.173, 0.065, 0.115, 0.119, 0.107, 0.114, 0.100, 0.112, 0.034, -0.378, 0.199, 0.093, 0.169, 0.163, 0.089, 0.095, 0.116, 0.115, 0.105, 0.102, 0.097, 0.033, -0.364, 0.189, 0.103, 0.187, 0.163, 0.053, 0.083, 0.107, 0.098, 0.101, 0.124, 0.120, 0.025, -0.357, 0.182, 0.102, 0.172, 0.161, 0.068, 0.104, 0.091, 0.113, 0.115, 0.110, 0.114, 0.041, -0.917, -0.062, -0.102, 0.042]
}